No. 1
Molecular formula: C25H30As3BBr4Cl5F2O4Ta
Method: DFT, ωB97M-V/def2-TZVPD

Last column: Löwdin charge in e.
Atoms and positions in Å:
Ta1 1.32 -0.97 -0.56  1.37
Br1 6.25 -3.18 3.95  0.73
C1 5.24 -2.88 2.38  -0.75
C2 5.62 -3.45 1.17  -0.74
Br2 7.15 -4.54 1.07  0.73
C3 4.87 -3.22 0.02  -0.64
Br3 5.28 -3.97 -1.66  0.79
C4 3.75 -2.41 0.09  -0.37
O1 2.93 -2.13 -0.91  -0.26
C5 3.38 -1.84 1.30  -0.37
O2 2.28 -1.08 1.21  -0.35
C6 4.11 -2.07 2.45  -0.62
Br4 3.49 -1.27 4.05  0.80
C7 -0.46 -0.52 3.03  -0.24
As1 0.12 0.49 1.49  1.16
C8 1.43 1.63 2.34  -0.23
C9 -1.29 1.83 1.31  -0.30
C10 -2.50 1.55 0.43  -0.65
C11 -3.20 0.24 0.83  -0.05
C12 -2.09 1.49 -1.05  -0.32
As2 -1.04 -0.02 -1.73  1.13
C13 -2.43 -1.33 -2.08  -0.26
C14 -0.83 0.68 -3.53  -0.27
C15 -3.50 2.72 0.53  -0.38
As3 -4.21 3.55 2.19  1.13
C16 -3.98 2.22 3.62  -0.35
C17 -2.72 4.72 2.68  -0.35
H1 -0.63 0.17 3.86  0.04
H2 0.33 -1.21 3.30  0.02
H3 -1.37 -1.08 2.81  0.03
H4 0.99 2.03 3.26  0.04
H5 1.70 2.45 1.68  0.03
H6 2.32 1.05 2.57  0.00
H7 -0.78 2.73 0.96  0.08
H8 -1.61 2.01 2.34  0.04
H9 -2.53 -0.61 0.73  0.04
H10 -4.07 0.07 0.19  0.10
H11 -3.54 0.28 1.86  0.07
H12 -1.50 2.38 -1.30  0.08
H13 -2.98 1.50 -1.68  0.09
H14 -3.33 -0.82 -2.40  0.04
H15 -2.62 -1.93 -1.20  0.01
H16 -2.08 -1.99 -2.88  0.02
H17 -1.81 1.00 -3.89  0.04
H18 -0.45 -0.11 -4.19  0.02
H19 -0.14 1.51 -3.52  0.02
H20 -4.40 2.45 -0.04  0.06
H21 -3.08 3.59 0.01  0.07
H22 -4.67 1.39 3.48  0.01
H23 -4.24 2.72 4.55  0.02
H24 -2.97 1.83 3.71  0.00
H25 -2.44 5.33 1.81  0.02
H26 -1.84 4.19 3.04  0.01
H27 -3.06 5.40 3.46  0.01
F1 -1.37 -2.40 0.93  0.08
B1 -0.07 -2.45 0.60  -0.83
F2 0.62 -3.41 1.23  0.16
Cl1 -0.88 -4.25 -1.45  0.78
C18 0.14 -3.53 -2.64  -0.66
C19 0.80 -2.33 -2.39  -0.34
C20 1.53 -1.85 -3.46  -0.68
Cl2 2.33 -0.32 -3.15  0.81
C21 1.65 -2.45 -4.70  -0.70
Cl3 2.60 -1.72 -5.93  0.71
C22 0.97 -3.64 -4.91  -0.70
Cl4 1.07 -4.42 -6.44  0.70
C23 0.21 -4.18 -3.88  -0.69
Cl5 -0.66 -5.64 -4.16  0.69
C24 1.64 3.56 -1.11  -0.05
O3 1.04 2.26 -1.01  -0.21
C25 1.86 1.20 -0.72  -0.70
O4 3.05 1.34 -0.55  0.00
H28 1.04 4.25 -0.51  0.09
H29 1.63 3.87 -2.15  0.09
H30 2.67 3.54 -0.74  0.09

Computed properties:
Max |F| = 0.522 eV/A
Charge = 0
Orbital gap = 0.28346 Eh
Relative energy (zero: lowest compared OMol25 entry of this formula, charge and spin) = 0.145 eV
Multiplicity = 1

---

No. 2
Molecular formula: C3H5NO
Method: DFT, ωB97M-V/def2-TZVPD

Last column: natural (NBO) charge in e.
Atoms and positions in Å:
O1 1.96 0.16 0.35  -0.58
C1 0.84 -0.02 -0.07  0.71
C2 -0.34 0.92 0.34  -0.67
C3 -1.46 -0.04 0.46  -0.05
N1 0.47 -1.01 -0.91  -0.82
H1 0.01 1.45 1.23  0.23
H2 -0.48 1.63 -0.49  0.24
H3 -1.50 -0.36 1.52  0.10
H4 -0.51 -1.12 -1.15  0.42
H5 1.16 -1.71 -1.17  0.41

Computed properties:
Max |F| = 0.474 eV/A
Charge = 0
Orbital gap = 0.30998 Eh
Relative energy (zero: lowest compared OMol25 entry of this formula, charge and spin) = 3.499 eV
Multiplicity = 1

---

No. 3
Molecular formula: C2H8N2O3
Method: DFT, ωB97M-V/def2-TZVPD

Last column: natural (NBO) charge in e.
Atoms and positions in Å:
C1 -1.44 -1.00 -0.79  -0.26
O1 -0.15 -0.45 -0.59  -0.58
C2 0.02 0.49 0.55  0.83
O2 -0.12 -0.29 1.70  -0.73
O3 -0.96 1.46 0.52  -0.71
N1 1.30 1.04 0.40  -0.50
N2 2.11 0.15 -0.84  -0.67
H1 -1.77 -1.48 0.13  0.18
H2 -2.14 -0.23 -1.11  0.17
H3 -1.33 -1.75 -1.57  0.19
H4 0.68 -0.16 2.23  0.50
H5 -1.70 1.18 1.07  0.49
H6 1.23 1.95 -0.02  0.38
H7 2.57 -0.44 -0.14  0.34
H8 1.72 -0.48 -1.54  0.38

Computed properties:
Max |F| = 4.242 eV/A
Charge = 0
SMILES string = COC(O)(O)NN
Orbital gap = 0.37920 Eh
Relative energy (zero: lowest compared OMol25 entry of this formula, charge and spin) = 3.274 eV
Multiplicity = 1

---

No. 4
Molecular formula: C20H30N2O2S
Method: DFT, ωB97M-V/def2-TZVPD

Last column: natural (NBO) charge in e.
Atoms and positions in Å:
C1 -6.13 -0.57 2.11  -0.63
C2 -4.99 -0.21 1.20  0.01
C3 -5.23 0.08 -0.14  -0.22
C4 -4.19 0.40 -0.99  -0.16
C5 -2.87 0.46 -0.51  -0.12
C6 -1.82 0.84 -1.49  0.58
O1 -2.03 0.80 -2.68  -0.55
C7 -0.49 1.31 -0.92  -0.33
C8 -0.66 2.66 -0.22  -0.40
C9 0.63 2.99 0.55  -0.23
N1 1.77 2.41 -0.12  -0.43
C10 2.66 1.65 0.55  0.32
S1 2.74 1.68 2.21  -0.31
N2 3.54 0.92 -0.19  -0.62
C11 4.57 0.12 0.43  -0.22
C12 4.07 -1.25 0.88  -0.45
C13 3.55 -2.11 -0.28  -0.07
O2 2.38 -1.58 -0.89  -0.57
C14 1.13 -2.16 -0.54  0.11
C15 0.78 -2.02 0.94  -0.65
C16 1.00 -3.61 -1.01  -0.64
C17 1.65 2.44 -1.56  -0.22
C18 0.58 1.44 -2.02  -0.42
C19 -2.64 0.17 0.83  -0.20
C20 -3.68 -0.16 1.66  -0.22
H1 -6.92 0.17 2.03  0.22
H2 -5.80 -0.63 3.14  0.22
H3 -6.54 -1.53 1.82  0.22
H4 -6.24 0.04 -0.52  0.21
H5 -4.37 0.62 -2.03  0.23
H6 -0.15 0.58 -0.18  0.22
H7 -0.88 3.42 -0.97  0.20
H8 -1.50 2.63 0.48  0.23
H9 0.60 2.58 1.56  0.25
H10 0.76 4.08 0.63  0.20
H11 3.19 0.52 -1.05  0.41
H12 4.95 0.67 1.29  0.24
H13 5.38 0.00 -0.31  0.19
H14 4.90 -1.79 1.36  0.21
H15 3.29 -1.10 1.63  0.23
H16 3.37 -3.13 0.07  0.18
H17 4.31 -2.15 -1.06  0.18
H18 0.42 -1.56 -1.13  0.18
H19 0.95 -1.01 1.28  0.22
H20 -0.26 -2.28 1.09  0.22
H21 1.39 -2.70 1.54  0.21
H22 -0.04 -3.92 -0.94  0.22
H23 1.33 -3.70 -2.04  0.22
H24 1.59 -4.28 -0.39  0.20
H25 2.61 2.25 -2.03  0.22
H26 1.35 3.46 -1.83  0.20
H27 0.11 1.79 -2.94  0.24
H28 1.02 0.46 -2.21  0.21
H29 -1.64 0.18 1.23  0.22
H30 -3.48 -0.39 2.70  0.21

Computed properties:
Max |F| = 0.820 eV/A
Charge = 0
SMILES string = Cc1ccc(C(=O)C2CCN(C(=S)NCCCOC(C)C)CC2)cc1
Orbital gap = 0.30024 Eh
Relative energy (zero: lowest compared OMol25 entry of this formula, charge and spin) = 0.068 eV
Multiplicity = 1

---

E_HOMO: -8.100 -9.181 -9.588 -7.849 (eV)